Density functional theory data (the ωB97M-V functional and the def2-TZVPD basis) for C31H27AuGeNOP as an isolated structure.

Gap between HOMO and LUMO = 6.8 eV
E_tot = -105603.2608 eV
Multiplicity = 1
Total charge = +2

Atoms and positions in Å:
Au (0.54893, 0.32520, 0.17445)
O (-0.83761, -2.53030, 1.21885)
N (-0.96424, -1.49412, 0.29747)
C (-2.18581, -1.35218, -0.03451)
C (-2.75174, -0.43271, -1.05593)
C (-3.94026, -0.93338, -1.58561)
C (-4.65544, -0.25692, -2.56484)
C (-4.20049, 0.96586, -3.01499)
C (-3.02508, 1.49123, -2.49270)
C (-2.28469, 0.81461, -1.52614)
P (-0.84525, 1.74535, -0.95084)
C (-0.12036, 2.53018, -2.38736)
C (-0.17408, 3.91000, -2.55237)
C (0.36486, 4.48401, -3.69913)
C (0.93779, 3.68285, -4.67292)
C (0.97754, 2.29938, -4.51371)
C (0.45515, 1.72265, -3.37179)
C (-1.36337, 2.94561, 0.26311)
C (-0.40117, 3.77150, 0.85621)
C (-0.78956, 4.71353, 1.78929)
C (-2.13013, 4.82322, 2.14760)
C (-3.08320, 3.99642, 1.57458)
C (-2.70438, 3.04986, 0.63234)
H (0.10265, -2.74175, 1.23243)
H (-2.89394, -2.04691, 0.41246)
H (-4.31259, -1.88236, -1.22155)
H (-5.56551, -0.68736, -2.95936)
H (-4.75068, 1.51826, -3.76422)
H (-2.68442, 2.45253, -2.85761)
H (-0.63538, 4.54006, -1.80241)
H (0.32833, 5.55693, -3.82916)
H (1.35322, 4.13271, -5.56465)
H (1.41145, 1.67529, -5.28342)
H (0.47715, 0.64153, -3.26188)
H (0.64488, 3.68197, 0.58306)
H (-0.05192, 5.36138, 2.24267)
H (-2.42950, 5.55648, 2.88452)
H (-4.12283, 4.08638, 1.85758)
H (-3.45188, 2.40815, 0.18527)
Ge (2.71797, 0.50070, -1.05076)
C (3.14359, 0.44456, 0.78302)
C (3.02624, -0.76985, 1.49195)
C (3.44727, -0.84747, 2.81118)
C (3.99242, 0.27343, 3.41777)
C (4.10882, 1.48342, 2.72915)
C (3.66830, 1.58393, 1.42688)
C (2.81655, -1.10545, -2.06055)
C (1.76185, -1.98531, -2.30512)
C (1.99650, -3.16384, -2.99735)
C (3.27675, -3.47184, -3.43693)
C (4.32682, -2.59560, -3.20391)
C (4.10297, -1.40999, -2.51790)
H (2.95486, 1.82072, -1.77180)
H (2.65071, -1.65799, 0.99165)
H (3.37218, -1.77770, 3.35731)
H (4.33977, 0.20862, 4.44057)
H (4.54499, 2.34101, 3.22325)
H (3.74669, 2.52845, 0.90184)
H (0.75328, -1.74742, -1.98452)
H (1.17787, -3.84166, -3.19992)
H (3.45664, -4.39664, -3.96817)
H (5.32036, -2.83260, -3.55944)
H (4.93978, -0.73684, -2.36020)

Density functional theory data (the ωB97M-V functional and the def2-TZVPD basis) for C20H30LiO10 as an isolated structure.

Gap between HOMO and LUMO = 10.9 eV
E_tot = -41905.6854 eV
Multiplicity = 1
Total charge = +1

Atoms and positions in Å:
Li (-0.00398, -0.51000, -0.67782)
O (-0.07280, 0.85682, 1.05706)
C (-0.45063, 1.84774, 1.61893)
O (0.39441, 2.77440, 2.08460)
C (-0.33321, 3.90670, 2.62771)
C (-1.77360, 3.41018, 2.85779)
C (-1.89792, 2.24163, 1.89350)
H (-0.30573, 4.67513, 1.85703)
H (0.14348, 4.20968, 3.55115)
H (-2.49441, 4.20637, 2.68101)
H (-1.90053, 3.10513, 3.89612)
H (-2.31484, 2.52488, 0.92529)
H (-2.39142, 1.35929, 2.28991)
O (-1.99199, -0.69115, -0.58202)
C (-3.15698, -0.95148, -0.44078)
O (-4.11971, -0.16308, -0.93142)
C (-5.42032, -0.77009, -0.76579)
C (-5.14454, -2.23314, -0.40871)
C (-3.77553, -2.15167, 0.24818)
H (-5.94942, -0.62822, -1.70296)
H (-5.95768, -0.24707, 0.02801)
H (-5.10330, -2.82200, -1.32823)
H (-5.93008, -2.66817, 0.20359)
H (-3.15221, -3.03215, 0.14793)
H (-3.89107, -1.84138, 1.29416)
O (1.35634, -1.44356, -2.19503)
C (2.55341, -1.55816, -2.17315)
O (3.18929, -2.29362, -1.25245)
C (4.62270, -2.19189, -1.40235)
C (4.87078, -1.00971, -2.33893)
C (3.55760, -0.91962, -3.11328)
H (4.96619, -3.13159, -1.84453)
H (5.05072, -2.13546, -0.40584)
H (5.77245, -1.17247, -2.92092)
H (4.98702, -0.09208, -1.75853)
H (3.55442, -1.48820, -4.04578)
H (3.25619, 0.10003, -3.33506)
O (0.11556, -2.34542, 0.29300)
C (-0.02525, -2.79993, 1.39338)
O (-0.36027, -4.08377, 1.60085)
C (-0.11129, -4.47636, 2.96567)
C (0.47923, -3.24952, 3.67558)
C (0.09290, -2.11226, 2.72244)
H (0.56533, -5.32694, 2.99068)
H (-1.06197, -4.80166, 3.38882)
H (1.56155, -3.33742, 3.75143)
H (0.05493, -3.11634, 4.66621)
H (0.69908, -1.21384, 2.76863)
H (-0.92146, -1.77123, 2.97795)
O (0.16602, 1.14103, -1.73893)
C (0.82056, 2.12493, -1.94602)
O (1.73777, 2.56528, -1.08003)
C (2.34994, 3.81586, -1.51668)
C (1.85323, 4.07931, -2.94310)
C (0.82133, 2.96614, -3.21017)
H (3.42360, 3.69343, -1.42540)
H (1.98654, 4.55666, -0.80776)
H (2.62985, 3.97153, -3.69691)
H (1.42766, 5.07385, -3.03735)
H (1.14485, 2.28616, -3.99678)
H (-0.19278, 3.28848, -3.43391)

Density functional theory data (the ωB97M-V functional and the def2-TZVPD basis) for a 2-piece molecular cluster, C17H24N4O3 overall in a non-equilibrium geometry.

Gap between HOMO and LUMO = 8.6 eV
E_tot = -30122.2083 eV
Multiplicity = 1
Total charge = 0
SMILES string = CNC(=O)[C@@H](NC(C)=O)C(C)C.Nc1cccc(-c2cnco2)c1

Atoms and positions in Å:
O (-0.14182, -4.02541, -0.55896)
O (-2.74453, 0.11220, -0.18427)
N (0.89910, -0.60453, -1.01571)
O (2.94552, 0.32721, -0.98097)
C (-0.92995, -3.57399, 0.25653)
C (-3.04068, -0.72831, 0.65560)
C (2.12146, -0.67457, -0.54710)
C (0.92479, 0.50389, -1.83831)
C (2.16980, 1.06865, -1.81880)
C (2.34323, 4.01584, -4.20313)
C (1.87237, 2.87126, -3.54970)
C (3.57574, 4.56918, -3.84270)
C (3.87449, 2.83254, -2.19693)
C (2.63512, 2.26510, -2.53533)
C (4.33776, 3.97996, -2.83681)
N (5.54609, 4.53825, -2.46465)
N (-4.32838, -0.89166, 0.97857)
N (-1.11540, -2.25988, 0.37900)
C (-1.70046, -4.53227, 1.14384)
C (-4.90803, -1.82495, 1.94575)
C (-1.90162, 0.11987, 3.30128)
C (0.02576, -1.39894, 2.97378)
C (-1.07026, -0.61393, 2.23847)
C (-1.94444, -1.54013, 1.36506)
H (2.44875, -1.45707, 0.13223)
H (0.07672, 0.87156, -2.40728)
H (1.74994, 4.47712, -4.98721)
H (0.91186, 2.45992, -3.84447)
H (3.93900, 5.45711, -4.34800)
H (4.47929, 2.37880, -1.41877)
H (5.74514, 5.48640, -2.77502)
H (5.96693, 4.21574, -1.59596)
H (-4.96019, -0.29853, 0.46107)
H (-0.57754, -1.68766, -0.26815)
H (-1.46831, -5.55116, 0.83681)
H (-1.39758, -4.38785, 2.17832)
H (-2.76741, -4.35797, 1.02681)
H (-5.99070, -1.69159, 1.98229)
H (-4.50148, -1.64145, 2.94167)
H (-4.69617, -2.85394, 1.64988)
H (-1.24398, 0.72602, 3.92540)
H (-2.61694, 0.78962, 2.82350)
H (-2.43128, -0.59518, 3.93060)
H (0.61425, -0.71936, 3.59010)
H (-0.42051, -2.16662, 3.60569)
H (0.69749, -1.86935, 2.25585)
H (-0.58831, 0.13101, 1.60415)
H (-2.41460, -2.25092, 2.03599)

Let's list energy relative to the best compared isomer or geometry (same formula, charge and spin) in order: 0.0, 0.0, 95.4 kJ/mol.
Let's list HOMO level in order: -14.25, -12.66, -7.92 eV.
Let's list lowest unoccupied orbital energy in order: -7.49, -1.75, 0.70 eV.